{
  "formula": "C5H8O",
  "method": "ωB97M-V/def2-TZVPD",
  "e_above_lowest_kcal_mol": 98.10,
  "energy_ha": -270.4016,
  "largest_force_ev_per_a": 2.91,
  "spin_multiplicity": 1,
  "gap_ha": 0.358,
  "elements": ["C", "C", "C", "C", "C", "O", "H", "H", "H", "H", "H", "H", "H", "H"],
  "xyz": [[2.607, -0.328, -0.132], [1.237, -0.109, 0.118], [0.253, 0.561, 0.433], [-1.086, 0.602, -0.163], [-1.698, -0.798, -0.145], [-1.984, 1.498, 0.463], [3.135, -1.267, -0.034], [2.416, -0.072, 1.018], [3.035, 0.318, -0.931], [-0.912, 0.909, -1.207], [-1.701, -1.200, 0.874], [-2.726, -0.722, -0.502], [-1.134, -1.483, -0.789], [-1.443, 2.090, 0.998]]
}

---

{
  "formula": "C2HFeLiO2",
  "method": "ωB97M-V/def2-TZVPD",
  "total_charge": 3,
  "e_above_lowest_kcal_mol": 0.00,
  "energy_ha": -1497.0612,
  "largest_force_ev_per_a": 7.02,
  "spin_multiplicity": 6,
  "gap_ha": [0.330, 0.363],
  "elements": ["O", "C", "Fe", "Li", "H", "C", "O"],
  "xyz": [[0.598, 0.869, -0.085], [0.528, -0.427, 0.129], [0.842, 2.094, 1.184], [-1.023, 0.912, -0.996], [1.211, -0.837, 0.858], [-0.588, -1.059, -0.337], [-1.569, -1.553, -0.753]]
}